Computed, not measured: a cluster of 12 separate species, H24O12 in total at a distorted geometry, with wB97M-V/def2-TZVPD.

Computed properties:
**Molar mass**: 216.2 g mol⁻¹
**HOMO energy**: -10.0370 eV
**Gap between HOMO and LUMO**: 9.85 eV
**Structure (SMILES)**: O.O.O.O.O.O.O.O.O.O.O.O
**ΔE to the lowest compared entry with this formula, charge and spin**: 90.4 kcal per mole

The geometry in ORCA input format:
```
! wB97M-V def2-TZVPD RIJCOSX def2/J DEFGRID3
* xyz 0 1
O -0.9222 0.7882 0.0001
H 0.0307 0.8818 0.1112
H -1.0309 -0.1031 -0.3505
O 2.3183 -1.9881 0.5101
H 1.7081 -1.8931 -0.2300
H 1.7490 -2.2043 1.2571
O -5.0683 0.9084 0.5571
H -4.4436 0.3722 0.0559
H -4.7574 0.8417 1.4669
O -0.3810 -3.5942 -1.7219
H -0.1201 -3.4164 -0.8112
H -0.1649 -2.7804 -2.1910
O 4.6216 -0.3319 0.6874
H 4.1753 0.3438 1.2101
H 5.4913 -0.4080 1.0959
O -0.2500 3.6902 0.8074
H 0.0356 4.5707 1.0760
H -0.8552 3.4167 1.5059
O -2.3562 -2.5592 -0.6008
H -2.6071 -1.8225 -0.0322
H -3.1954 -2.9724 -0.8333
O 0.9433 0.9102 2.9492
H 1.4365 0.8177 3.7721
H 0.0493 0.6329 3.1791
O 3.4720 2.1548 -2.1919
H 4.0123 1.8409 -2.9258
H 2.6608 2.4617 -2.6124
O -1.7848 2.7294 -1.2431
H -2.4818 2.1379 -0.9377
H -2.0420 2.9485 -2.1457
O -0.0303 -0.3642 -2.2226
H 0.2878 -0.7398 -3.0513
H -0.6549 -1.0198 -1.8925
O -0.3923 -2.3160 2.1974
H -0.0647 -1.4313 2.3950
H -0.5803 -2.6952 3.0633
*
```

Results of the Löwdin charge analysis, in e, for atoms 1 through 8: O -0.06; H 0.05; H 0.00; O -0.05; H 0.01; H 0.01; O -0.05; H 0.02


Computed, not measured: a cluster of 12 separate species, H24O12 in total at a distorted geometry, with wB97M-V/def2-TZVPD.

Computed properties:
**Molar mass**: 216.2 g mol⁻¹
**HOMO energy**: -10.2391 eV
**Gap between HOMO and LUMO**: 9.72 eV
**Structure (SMILES)**: O.O.O.O.O.O.O.O.O.O.O.O
**ΔE to the lowest compared entry with this formula, charge and spin**: 115.9 kcal per mole

The geometry in ORCA input format:
```
! wB97M-V def2-TZVPD RIJCOSX def2/J DEFGRID3
* xyz 0 1
O -0.7504 -0.1559 1.3635
H -0.2984 -0.3882 0.5051
H -0.1868 -0.3986 2.1048
O -2.4641 -1.5653 -4.1685
H -3.1564 -0.9712 -4.0613
H -2.1589 -1.5749 -3.2327
O -1.2173 2.2842 -1.1238
H -0.9845 2.9216 -1.8311
H -1.7938 1.6484 -1.3957
O 1.2546 2.0951 -0.0235
H 0.5810 1.7183 -0.6308
H 1.4847 2.8005 -0.5903
O 1.0554 -2.6781 -3.1007
H 0.5203 -2.6469 -2.3918
H 0.8549 -3.4791 -3.6207
O 2.0273 0.3638 -2.2105
H 1.4391 1.0240 -2.3840
H 1.7186 -0.4310 -2.7357
O 3.5382 -2.7707 2.9515
H 3.3499 -2.0375 2.2995
H 3.1492 -2.3191 3.6645
O -4.9392 0.7633 2.6135
H -5.2551 1.6712 2.5475
H -4.0346 0.8326 3.0000
O -1.1306 -3.1865 4.7937
H -1.1017 -3.0033 5.7268
H -0.9426 -2.3413 4.2496
O 1.2417 2.6792 2.2204
H 1.3806 3.6483 2.1219
H 1.8402 2.2181 1.7184
O -2.5099 0.3636 -2.8619
H -2.0009 0.7692 -3.6360
H -3.1016 1.1167 -2.6156
O 4.2578 0.0121 -0.0098
H 4.7400 0.3161 0.8223
H 3.5933 0.7016 -0.0787
*
```

Results of the Löwdin charge analysis, in e, for atoms 1 through 8: O -0.07; H 0.06; H 0.02; O -0.07; H -0.03; H 0.04; O -0.01; H 0.08


Computed, not measured: a cluster of 12 separate species, H24O12 in total, with wB97M-V/def2-TZVPD.

Computed properties:
**Molar mass**: 216.2 g mol⁻¹
**HOMO energy**: -11.1980 eV
**Gap between HOMO and LUMO**: 11.21 eV
**Structure (SMILES)**: O.O.O.O.O.O.O.O.O.O.O.O
**ΔE to the lowest compared entry with this formula, charge and spin**: 69.1 kcal per mole

The geometry in ORCA input format:
```
! wB97M-V def2-TZVPD RIJCOSX def2/J DEFGRID3
* xyz 0 1
O -18.5193 -10.3785 -11.1474
H -19.0011 -10.8115 -11.8521
H -18.4199 -11.0528 -10.4752
O -29.0947 -10.9125 -15.2743
H -29.0486 -10.1622 -15.8668
H -29.9299 -11.3314 -15.4821
O -20.6823 -13.1482 -14.2611
H -20.5401 -14.0943 -14.2293
H -20.4821 -12.9057 -15.1651
O -28.4758 -7.0746 -18.5587
H -27.9956 -6.4204 -19.0662
H -29.3856 -6.7781 -18.5847
O -24.2422 -9.6009 -14.5861
H -24.4300 -9.4508 -15.5126
H -23.4419 -10.1259 -14.5854
O -22.6683 -12.3402 -19.4160
H -22.6780 -11.4405 -19.7427
H -22.0430 -12.7940 -19.9811
O -19.0328 -6.3590 -14.0263
H -18.4117 -6.2853 -14.7509
H -18.7952 -7.1765 -13.5888
O -26.3876 -14.6726 -16.9184
H -25.6320 -14.2528 -17.3295
H -26.7996 -13.9768 -16.4062
O -23.7511 -5.7468 -12.0459
H -23.9950 -6.5435 -12.5171
H -22.9994 -5.4031 -12.5286
O -22.2564 -7.3548 -20.0997
H -22.9930 -7.1455 -20.6741
H -21.6354 -6.6391 -20.2354
O -22.2689 -11.8317 -8.7790
H -22.5750 -10.9290 -8.8663
H -21.7960 -12.0045 -9.5931
O -27.1105 -13.1311 -10.3718
H -26.5999 -12.7198 -9.6744
H -27.1589 -12.4656 -11.0582
*
```

Results of the Löwdin charge analysis, in e, for atoms 1 through 8: O -0.05; H 0.02; H 0.03; O -0.05; H 0.03; H 0.03; O -0.06; H 0.03


Computed, not measured: a cluster of 12 separate species, H24O12 in total, with wB97M-V/def2-TZVPD.

Computed properties:
**Molar mass**: 216.2 g mol⁻¹
**HOMO energy**: -9.5827 eV
**Gap between HOMO and LUMO**: 9.03 eV
**Structure (SMILES)**: O.O.O.O.O.O.O.O.O.O.O.O
**ΔE to the lowest compared entry with this formula, charge and spin**: 34.3 kcal per mole

The geometry in ORCA input format:
```
! wB97M-V def2-TZVPD RIJCOSX def2/J DEFGRID3
* xyz 0 1
O 0.0690 0.2814 -0.6002
H -0.3573 0.3635 0.2788
H -0.2706 -0.5438 -0.9660
O 2.3416 0.3626 2.9224
H 2.5103 -0.3670 2.2917
H 2.7291 0.0534 3.7456
O 3.0680 -1.9517 1.5131
H 3.3055 -2.0766 0.5794
H 2.6942 -2.7921 1.7923
O -2.6888 -2.1294 -0.1027
H -2.2626 -2.9934 -0.1696
H -3.4244 -2.2574 0.5136
O 1.6447 3.0872 1.6112
H 1.1896 3.0992 0.7494
H 1.6339 2.1738 1.9315
O -1.9628 -1.8212 2.6498
H -2.0235 -1.5234 1.7277
H -2.1272 -2.7687 2.6148
O -1.4123 1.1635 1.5700
H -1.6387 0.6943 2.3848
H -1.4540 2.1006 1.8003
O 1.5199 1.5005 -2.7433
H 1.5744 0.7430 -3.3336
H 1.2342 1.1318 -1.8857
O 3.1637 -3.0927 -1.2088
H 3.3251 -4.0348 -1.3449
H 3.5879 -2.6633 -1.9630
O -3.0936 -0.5501 -2.4188
H -2.7185 -0.8753 -3.2445
H -2.8781 -1.2285 -1.7570
O -2.0459 2.2622 -2.1016
H -1.6497 2.0792 -2.9606
H -1.9871 1.4230 -1.6235
O -0.2068 3.8262 -0.5314
H -1.0154 4.3195 -0.6925
H -0.3737 3.0046 -1.0287
*
```

Results of the Löwdin charge analysis, in e, for atoms 1 through 8: O -0.06; H 0.02; H 0.04; O -0.07; H 0.00; H 0.04; O -0.05; H 0.02